C56H84O28 | ωB97M-V/def2-TZVPD

Results
ΔE to the lowest compared entry with this formula, charge and spin ... 28.4 kcal per mole
E_tot ... -4291.09421 hartree
Charge ... 0

The geometry in XYZ format:
```
168
Properties=species:S:1:pos:R:3:mulliken_charge:R:1
O 2.797 2.574 2.413 -0.628
C 2.194 1.902 3.178 0.170
O 1.021 1.265 2.775 0.430
C 0.532 0.473 3.881 1.193
C 1.268 0.858 5.131 -0.795
C 2.502 1.603 4.623 -0.847
H 0.699 -0.560 3.692 -1.387
H -0.571 0.635 3.896 0.241
H 1.451 0.053 5.794 0.545
H 0.604 1.483 5.692 0.306
H 3.340 1.008 4.560 0.296
H 2.799 2.514 5.193 0.376
O -3.067 -3.648 0.786 -0.444
C -3.460 -2.799 1.512 0.074
O -2.809 -2.284 2.550 0.174
C -3.418 -1.048 3.017 0.167
C -4.841 -1.250 2.696 -0.681
C -4.704 -1.921 1.349 -0.631
H -2.967 -0.175 2.549 -0.349
H -3.200 -1.032 4.108 0.478
H -5.473 -0.383 2.696 0.402
H -5.355 -1.932 3.439 0.313
H -4.508 -1.320 0.486 0.031
H -5.558 -2.491 1.128 0.626
O 1.602 -1.275 -3.878 -0.457
C 1.908 -2.312 -3.408 -0.050
O 2.134 -2.423 -2.079 0.178
C 2.688 -3.728 -1.787 0.209
C 2.149 -4.609 -2.907 -0.286
C 2.031 -3.629 -4.071 -0.681
H 2.328 -4.169 -0.878 -0.213
H 3.771 -3.694 -1.897 0.286
H 1.260 -5.121 -2.701 -0.314
H 2.869 -5.381 -3.181 0.544
H 1.144 -3.679 -4.652 0.352
H 2.838 -3.748 -4.768 0.398
O 3.713 -2.488 5.217 -0.584
C 3.620 -2.706 4.068 0.376
O 2.859 -1.850 3.257 -0.064
C 2.828 -2.174 1.875 0.577
C 3.329 -3.656 1.818 0.072
C 4.195 -3.817 3.143 -0.873
H 3.480 -1.483 1.405 0.298
H 1.778 -2.025 1.549 -0.445
H 4.003 -3.703 0.957 0.334
H 2.479 -4.282 1.840 -0.261
H 5.229 -3.563 2.960 0.342
H 4.171 -4.745 3.636 0.398
O -2.227 0.745 -5.063 -0.651
C -1.961 1.849 -4.632 0.496
O -0.769 2.271 -4.200 -0.317
C -0.803 3.668 -3.763 1.440
C -1.952 4.316 -4.580 -0.659
C -2.871 3.067 -4.734 -0.570
H 0.151 4.023 -4.045 0.529
H -1.010 3.693 -2.683 -1.632
H -1.501 4.672 -5.514 0.296
H -2.430 5.152 -4.072 0.313
H -3.421 2.934 -5.624 0.479
H -3.595 2.963 -3.903 0.149
O 2.425 3.547 -4.511 -0.653
C 2.689 2.546 -5.115 0.524
O 3.525 1.563 -4.710 -0.108
C 3.611 0.476 -5.713 -0.488
C 2.243 0.579 -6.335 0.059
C 2.057 2.057 -6.451 -0.466
H 3.693 -0.493 -5.141 0.089
H 4.458 0.670 -6.371 0.367
H 1.541 0.109 -5.592 -0.206
H 2.211 -0.003 -7.267 0.420
H 1.052 2.442 -6.477 0.193
H 2.767 2.446 -7.241 0.324
O 0.477 -5.172 1.571 -0.213
C -0.009 -5.998 0.859 -0.047
O 0.737 -6.591 -0.112 -0.510
C -0.090 -7.537 -0.902 -0.242
C -1.421 -7.665 -0.096 -0.659
C -1.441 -6.476 0.803 0.713
H 0.506 -8.481 -0.902 0.365
H -0.215 -7.135 -1.960 0.104
H -1.374 -8.578 0.519 0.271
H -2.251 -7.768 -0.770 0.297
H -1.683 -6.545 1.885 0.377
H -1.941 -5.553 0.446 -0.460
O -2.608 7.017 1.304 -0.640
C -3.187 6.109 0.791 0.582
O -3.395 4.917 1.485 -0.114
C -4.263 4.020 0.802 -0.225
C -4.097 4.421 -0.680 0.488
C -3.895 5.971 -0.545 -0.838
H -5.265 4.009 1.168 0.307
H -3.861 3.049 0.950 -0.123
H -4.946 4.240 -1.336 0.577
H -3.144 4.009 -1.039 -0.649
H -4.869 6.367 -0.394 0.518
H -3.453 6.492 -1.427 0.226
O -1.443 -5.387 -2.927 -0.673
C -1.943 -4.274 -2.991 0.331
O -1.314 -3.228 -3.514 -0.239
C -2.038 -1.953 -3.249 0.940
C -3.237 -2.361 -2.338 0.281
C -3.369 -3.880 -2.527 -0.239
H -2.310 -1.602 -4.254 0.290
H -1.324 -1.278 -2.757 -0.998
H -4.150 -1.865 -2.521 0.686
H -2.839 -2.298 -1.326 -0.697
H -4.095 -4.258 -3.318 0.321
H -3.531 -4.402 -1.537 0.025
O -0.969 5.743 -1.853 -0.597
C -0.028 5.462 -1.141 0.499
O -0.150 4.674 -0.039 0.013
C 1.209 4.312 0.477 0.635
C 2.213 5.192 -0.255 -0.432
C 1.395 5.855 -1.344 -0.553
H 1.370 3.201 0.314 -0.318
H 1.057 4.494 1.538 0.082
H 3.072 4.600 -0.572 -0.114
H 2.544 5.909 0.457 0.360
H 1.771 5.643 -2.320 0.203
H 1.419 6.957 -1.154 0.275
O -1.533 2.325 5.547 -0.568
C -1.584 3.482 5.232 0.345
O -0.577 4.413 5.522 -0.393
C -0.776 5.659 4.798 -0.126
C -2.300 5.629 4.369 -0.237
C -2.616 4.109 4.309 0.229
H -0.177 5.658 3.867 -0.059
H -0.418 6.502 5.339 0.375
H -2.544 6.068 3.381 0.024
H -2.861 6.101 5.191 0.266
H -2.402 3.673 3.302 -0.320
H -3.664 3.780 4.448 0.492
O 4.974 -0.973 -0.514 -0.616
C 5.118 0.100 -1.044 0.605
O 5.701 0.259 -2.263 -0.407
C 5.873 1.647 -2.587 -0.546
C 4.971 2.459 -1.633 -0.223
C 4.950 1.470 -0.413 0.160
H 5.532 1.842 -3.602 0.181
H 6.882 1.912 -2.496 0.365
H 3.947 2.542 -1.966 0.049
H 5.392 3.490 -1.525 0.359
H 4.043 1.534 0.274 -0.317
H 5.893 1.571 0.143 0.401
O -3.142 -3.719 5.193 -0.609
C -1.999 -3.722 4.891 0.171
O -1.183 -2.666 5.199 -0.449
C 0.107 -2.862 4.463 0.977
C 0.169 -4.377 4.479 -0.900
C -1.237 -4.842 4.217 0.811
H 0.902 -2.269 4.952 0.345
H 0.052 -2.574 3.388 -0.617
H 0.509 -4.672 5.408 0.568
H 0.743 -4.751 3.682 0.146
H -1.506 -5.834 4.540 0.605
H -1.432 -4.761 3.181 -0.993
O -3.205 0.849 0.277 -0.662
C -2.133 0.393 -0.076 -0.008
O -1.864 -0.881 0.086 -0.425
C -0.415 -1.130 0.025 1.219
C 0.151 0.029 -0.779 0.748
C -0.864 1.117 -0.436 1.121
H -0.324 -2.122 -0.368 0.523
H 0.055 -1.009 0.982 -1.416
H 0.155 -0.211 -1.863 -0.870
H 1.140 0.330 -0.425 0.421
H -1.023 1.781 -1.293 -1.019
H -0.660 1.721 0.408 -0.043
```